Entry 1:
ORCA calculation (ωB97M-V with the def2-TZVPD basis set) on an isolated molecule of C17H15N3O3S at a distorted geometry.

Structure (XYZ):
```
39
Properties=species:S:1:pos:R:3:forces:R:3:mulliken_charge:R:1
C -2.759271 -1.905371 1.901501 0.17 0.01 -0.20 -1.844
C -2.593378 -1.049967 0.674706 0.48 -0.48 0.17 0.779
N -1.583411 -1.080374 -0.104589 -0.35 0.38 -0.40 -0.202
N -0.546896 -1.915411 0.090141 -0.42 -0.71 1.11 -0.219
C 0.551466 -1.878590 -0.712345 0.18 0.09 -0.42 0.346
O 1.472161 -2.648063 -0.557540 -0.01 -0.06 0.00 -0.632
C 0.511438 -0.800705 -1.774390 0.27 0.32 0.11 -0.642
H 1.331721 -0.931125 -2.477211 -0.13 -0.12 0.08 0.458
H -0.453932 -0.794233 -2.276481 0.08 0.05 -0.04 0.452
S 0.640545 0.850881 -0.996892 -0.22 -0.12 -0.29 -0.199
C 2.259368 0.765316 -0.393376 0.25 0.35 0.36 0.576
N 2.752090 1.548082 0.506415 -0.83 0.11 -0.13 -0.671
C 4.057903 1.132323 0.645763 0.52 -0.79 -0.59 0.700
C 5.086594 1.581338 1.461349 -0.19 -0.04 -0.12 -0.702
C 6.298775 0.926760 1.363560 0.14 0.03 0.09 -0.425
C 6.491955 -0.141407 0.488548 0.07 -0.02 0.00 -0.418
C 5.478474 -0.603798 -0.332551 -0.32 -0.12 -0.21 -0.938
C 4.269325 0.053311 -0.236881 0.53 0.74 0.87 0.511
O 3.103345 -0.162662 -0.905429 -0.03 -0.16 -0.24 -0.213
H 5.616052 -1.431311 -1.008920 0.05 -0.11 -0.07 0.429
H 7.457765 -0.621871 0.450660 0.08 -0.04 -0.01 0.376
H 7.122929 1.247570 1.983173 0.07 0.02 0.05 0.375
H 4.932157 2.405612 2.137656 -0.01 0.11 0.09 0.428
H -0.541456 -2.604856 0.842088 0.05 0.20 -0.22 0.238
C -3.645673 -0.095941 0.309300 -0.41 0.50 -0.23 0.501
C -4.973314 -0.325294 0.652585 -0.07 0.07 -0.02 -0.618
C -5.958901 0.583719 0.286975 0.26 0.22 -0.16 0.681
C -5.617247 1.731653 -0.417702 -0.16 -0.11 0.07 -0.549
C -4.294670 1.958606 -0.760370 0.01 -0.06 -0.01 -0.721
C -3.312758 1.055770 -0.407028 0.00 -0.06 0.06 -0.437
H -2.280690 1.230282 -0.663776 0.08 0.05 -0.01 0.372
H -4.033046 2.851468 -1.307658 0.03 0.09 -0.04 0.397
H -6.385368 2.441061 -0.696162 -0.06 0.06 -0.02 0.272
O -7.242139 0.305367 0.642241 -0.19 -0.05 0.05 -0.540
H -7.827823 1.006825 0.332840 0.11 -0.08 0.02 0.294
H -5.279621 -1.214187 1.180336 -0.01 -0.12 0.11 0.475
H -3.518343 -1.489885 2.556008 -0.01 -0.03 0.05 0.452
H -1.822693 -1.956908 2.457450 0.02 -0.03 0.06 0.479
H -3.050488 -2.919526 1.624130 -0.02 -0.09 0.06 0.380
```
Positions in Å, forces in eV/Å.

## Properties
Molecular weight   341.39 Da
SMILES string   C/C(=N\NC(=O)CSc1nc2ccccc2o1)c1cccc(O)c1
Energy above the lowest of the compared OMol25 structures with the same formula, charge and spin   39.68 kcal/mol
Orbital gap   8.59 eV
Highest occupied orbital energy   -8.21 eV
LUMO level   0.370 eV
Maximum force   1.38 eV/Å


Entry 2:
ORCA calculation (ωB97M-V with the def2-TZVPD basis set) on a 2-piece molecular cluster, C6H14O overall at a distorted geometry.

Structure (XYZ):
```
21
Properties=species:S:1:pos:R:3:forces:R:3:mulliken_charge:R:1
C 0.305422 -1.019862 -2.153584 -1.12 -0.48 0.22 -0.981
C 0.709547 0.450154 -1.734640 1.46 -1.75 -2.27 -0.354
C -0.357589 1.102345 -0.980178 -1.66 2.32 0.15 -0.689
C -0.695605 0.471059 0.352370 -1.89 1.26 2.07 -0.375
C 0.203116 1.479915 2.540245 -0.54 -2.66 -1.71 -0.717
C 0.377643 0.690007 1.432745 1.21 0.64 -0.82 -0.069
H 0.720247 -1.569013 -3.069623 0.04 1.27 1.38 0.313
H 0.425151 -1.661952 -1.249045 0.03 0.15 -0.81 0.196
H -0.815360 -1.011196 -2.344782 1.15 0.02 0.17 0.258
H 0.965166 1.018959 -2.643834 -0.28 -0.04 0.24 0.289
H 1.637554 0.463127 -1.158703 0.03 -0.28 0.02 0.295
H -0.094623 2.181940 -0.851889 -0.11 -0.67 0.19 0.283
H -1.309006 1.153629 -1.571595 0.72 -0.26 0.26 0.309
H -1.678207 0.991517 0.756866 1.72 -1.10 -0.79 0.210
H -0.934921 -0.571983 0.159600 0.11 -0.17 0.37 0.359
H -0.884886 1.541383 2.787678 1.14 0.88 0.20 0.237
H 1.032888 1.701689 3.218817 -0.62 0.02 -0.14 0.296
H 1.393373 0.295437 1.033284 -1.45 0.91 1.26 0.147
H -0.500054 -1.931646 2.269662 1.01 -0.52 -1.07 0.323
H -0.508261 -3.319208 1.618676 1.13 1.45 -0.25 0.309
O 0.008408 -2.456305 1.587932 -2.09 -0.99 1.33 -0.640
```
Positions in Å, forces in eV/Å.

## Properties
Molecular weight   102.18 Da
SMILES string   C=CCCCC.O
Energy above the lowest of the compared OMol25 structures with the same formula, charge and spin   44.97 kcal/mol
Orbital gap   10.28 eV
Highest occupied orbital energy   -9.49 eV
LUMO level   0.788 eV
Maximum force   3.22 eV/Å


Entry 3:
ORCA calculation (ωB97M-V with the def2-TZVPD basis set) on C2H3BrI2 as an isolated structure.

Structure (XYZ):
```
8
Properties=species:S:1:pos:R:3:forces:R:3:mulliken_charge:R:1
C 0.155947 0.974521 0.297628 0.21 -0.04 -0.09 -0.668
C 1.339564 0.477169 -0.006564 0.25 -0.19 0.12 0.081
Br 2.388369 1.166695 -1.428006 -0.15 -0.06 0.13 -0.097
I 2.220483 -1.118442 1.050948 -0.25 0.32 -0.22 0.120
I -2.022753 -2.217317 -0.644065 0.58 -0.22 -0.20 -0.088
H -3.396830 -1.656540 -0.114511 -0.57 0.22 0.21 0.092
H -0.427601 0.577778 1.109064 -0.05 -0.14 0.16 0.304
H -0.257181 1.796138 -0.264494 -0.02 0.11 -0.12 0.256
```
Positions in Å, forces in eV/Å.

## Properties
Molecular weight   360.76 Da
Energy above the lowest of the compared OMol25 structures with the same formula, charge and spin   11.12 kcal/mol
Orbital gap   9.58 eV
Highest occupied orbital energy   -9.39 eV
LUMO level   0.192 eV
Maximum force   0.65 eV/Å


maximum force of number 3 (C2H3BrI2)? 0.65 eV/Å


Which value of maximum force does entry 3 give? 0.65 eV/Å


Which value of orbital gap does entry 3 give? 9.58 eV


Which value of LUMO level does entry 3 give? 0.192 eV